Here is a structure of composition C21H15BrF8N2O6S2SiTc at a distorted geometry from the OMol25 dataset. Energies are from the ωB97M-V functional and the def2-TZVPD basis.

```
57
Properties=species:S:1:pos:R:3:lowdin_charge:R:1
Tc 0.299 1.016 0.006 1.416
Br 6.203 1.970 -2.750 0.754
C 5.458 0.380 -2.053 -0.663
C 6.252 -0.747 -1.904 -0.175
N 5.792 -1.901 -1.418 0.085
C 4.513 -1.942 -1.051 -0.064
C 3.650 -0.862 -1.168 -0.113
C 4.129 0.329 -1.690 -0.041
C 2.250 -1.007 -0.683 -0.532
O 1.885 -1.906 0.027 0.102
O 1.405 -0.064 -1.155 -0.253
H 7.297 -0.717 -2.190 0.104
H 4.144 -2.875 -0.641 0.126
H 3.483 1.189 -1.812 0.106
C -2.645 -2.813 -4.172 -0.077
C -2.714 -1.526 -4.681 -0.079
C -2.313 -0.448 -3.899 -0.109
C -1.847 -0.650 -2.600 -0.322
C -1.756 -1.956 -2.111 -0.094
C -2.158 -3.030 -2.888 -0.073
Si -1.553 0.844 -1.578 0.716
C -2.655 0.990 -0.086 -0.353
C -2.838 -0.066 0.816 -0.118
C -3.590 0.100 1.971 -0.071
C -4.176 1.325 2.243 -0.064
C -4.015 2.389 1.360 -0.074
C -3.254 2.227 0.215 -0.115
H -2.964 -3.652 -4.777 0.105
H -3.077 -1.356 -5.687 0.105
H -2.375 0.555 -4.306 0.092
H -1.347 -2.149 -1.126 0.094
H -2.089 -4.036 -2.494 0.108
H -1.784 2.028 -2.422 0.009
H -2.383 -1.033 0.630 0.085
H -3.707 -0.724 2.663 0.112
H -4.754 1.458 3.149 0.109
H -4.482 3.343 1.571 0.106
H -3.128 3.067 -0.460 0.096
F 2.199 2.140 4.515 0.180
C 0.952 2.323 4.139 -0.679
F 0.741 3.592 3.837 0.170
F 0.113 1.933 5.076 0.170
S 0.646 1.300 2.587 0.616
O 1.923 1.028 1.933 -0.309
O -0.186 2.209 1.714 -0.420
N -0.256 0.079 2.850 -0.294
S 0.027 -1.010 4.047 0.640
O 1.277 -0.751 4.699 -0.262
O -1.184 -1.183 4.780 -0.255
C 0.224 -2.582 3.067 -0.683
F -0.291 -3.563 3.794 0.153
F -0.432 -2.517 1.907 0.122
F 1.498 -2.820 2.832 0.163
F 1.803 3.222 -0.314 0.000
C 0.727 2.768 -1.027 -0.469
F 1.130 2.567 -2.295 0.006
H -0.067 3.515 -0.992 0.113
```

Calculated values
- expectation value of S² = 3.788
- E_LUMO (spin up / spin down) (hartree) = -0.0340 / -0.0745
- relative energy (zero: lowest compared OMol25 entry of this formula, charge and spin) (kJ/mol) = 105.0
- spin multiplicity = 4



Here is a cluster of 2 separate species, C21H15BrN3O7S in total at a distorted geometry from the OMol25 dataset. Energies are from the ωB97M-V functional and the def2-TZVPD basis.

```
48
Properties=species:S:1:pos:R:3:lowdin_charge:R:1
C -3.828 -1.885 4.905 -0.052
C -2.915 -1.190 3.933 -0.266
C -2.429 0.085 4.228 -0.035
C -1.539 0.728 3.376 -0.052
C -1.168 0.114 2.173 -0.276
S -0.010 0.940 1.099 0.756
O 0.159 2.287 1.577 -0.269
O 1.108 0.096 0.790 -0.252
N -0.809 1.060 -0.461 -0.082
C -2.033 1.725 -0.651 -0.177
C -2.835 2.373 0.285 -0.012
C -4.089 2.811 -0.140 -0.077
C -4.516 2.597 -1.462 -0.129
C -3.708 1.929 -2.391 -0.610
Br -4.380 1.455 -4.088 0.804
C -2.423 1.540 -2.000 -0.127
C -1.327 0.792 -2.617 -0.090
N -1.275 0.260 -3.944 -0.328
O -1.441 1.014 -4.921 0.011
O -1.054 -0.967 -4.070 0.066
C -0.364 0.552 -1.656 0.048
C -1.619 -1.177 1.876 -0.030
C -2.515 -1.802 2.740 -0.025
H -4.101 -2.873 4.530 0.074
H -3.361 -2.008 5.890 0.087
H -4.750 -1.313 5.054 0.085
H -2.744 0.566 5.155 0.119
H -1.154 1.710 3.645 0.117
H -2.467 2.527 1.295 0.099
H -4.747 3.319 0.556 0.101
H -5.499 2.941 -1.763 0.094
H 0.600 0.072 -1.804 0.125
H -1.286 -1.695 0.979 0.128
H -2.910 -2.793 2.512 0.117
O 7.702 -0.231 -3.877 0.030
N 7.462 -1.096 -3.019 -0.333
O 8.224 -2.064 -2.787 -0.004
C 6.264 -1.044 -2.227 -0.221
C 6.131 -2.055 -1.261 -0.084
C 5.017 -2.042 -0.409 -0.130
C 4.018 -1.104 -0.602 -0.035
C 3.951 -0.290 -1.839 -0.466
O 2.875 0.111 -2.329 -0.082
C 5.274 -0.091 -2.431 0.039
H 6.918 -2.792 -1.171 0.087
H 4.976 -2.791 0.391 0.090
H 3.184 -1.006 0.087 0.066
H 5.433 0.704 -3.157 0.102
```

Calculated values
- charge = -1
- E_LUMO (hartree) = 0.0567
- spin multiplicity = 1



Here is a structure of composition C21H15Cl3HfNO2S4 at a distorted geometry from the OMol25 dataset. Energies are from the ωB97M-V functional and the def2-TZVPD basis.

```
47
Properties=species:S:1:pos:R:3:lowdin_charge:R:1
Hf 0.063 -1.310 -0.788 1.091
S -0.921 -1.644 -2.999 0.645
C -2.082 -0.320 -2.855 -0.710
C -2.308 0.529 -3.941 -0.092
C -3.259 1.529 -3.872 -0.052
C -4.028 1.685 -2.727 -0.056
C -3.827 0.848 -1.645 -0.100
C -2.841 -0.127 -1.694 -0.567
S -2.613 -1.208 -0.275 0.985
C -2.496 0.043 1.068 -0.350
C -1.210 0.074 1.841 -0.317
C -1.163 0.866 2.987 0.014
C 0.022 0.963 3.690 -0.001
C 1.126 0.249 3.246 0.017
C 1.007 -0.540 2.112 -0.315
C 2.168 -1.342 1.610 -0.313
S 2.636 -0.894 -0.125 0.991
C 2.710 0.888 0.049 -0.522
C 3.908 1.417 0.519 -0.100
C 4.070 2.781 0.650 -0.065
C 3.014 3.621 0.320 -0.057
C 1.826 3.101 -0.148 -0.106
C 1.650 1.724 -0.316 -0.636
S 0.127 1.183 -1.012 0.671
N -0.141 -0.603 1.412 -0.022
H -1.723 0.387 -4.834 0.111
H -3.410 2.183 -4.714 0.114
H -4.791 2.444 -2.676 0.112
H -4.444 0.940 -0.763 0.113
H -2.649 1.020 0.603 0.089
H -3.319 -0.154 1.757 0.100
H -2.046 1.395 3.309 0.130
H 0.090 1.586 4.568 0.125
H 2.066 0.300 3.773 0.127
H 3.045 -1.183 2.239 0.099
H 1.938 -2.412 1.581 0.074
H 4.708 0.737 0.767 0.110
H 5.014 3.181 0.987 0.112
H 3.127 4.688 0.420 0.114
H 1.007 3.750 -0.417 0.104
Cl -0.935 -5.973 -0.087 0.682
C 0.590 -5.222 -0.541 -1.492
Cl 1.791 -5.426 0.769 0.666
Cl 1.216 -5.862 -2.056 0.687
C 0.453 -3.717 -0.601 -0.858
O 1.165 -3.046 -1.371 -0.188
O -0.332 -3.128 0.179 -0.165
```

Calculated values
- charge = +1
- E_LUMO (hartree) = -0.1277
- relative energy (zero: lowest compared OMol25 entry of this formula, charge and spin) (kJ/mol) = 0.0
- spin multiplicity = 1



Here is a structure of composition C21H15F2IN4O5PtSTe from the OMol25 dataset. Energies are from the ωB97M-V functional and the def2-TZVPD basis.

```
51
Properties=species:S:1:pos:R:3:lowdin_charge:R:1
Pt -1.257 -2.384 -0.144 1.049
O -1.023 -0.250 -3.503 -0.216
S -0.976 -0.511 -2.113 0.373
O -0.058 -1.624 -1.673 -0.479
O -2.235 -0.725 -1.397 -0.371
O -0.310 0.801 -1.469 -0.559
F -0.491 -5.042 0.292 -0.038
C -0.031 -3.771 0.537 -0.524
F 1.179 -3.669 -0.111 -0.045
H 0.181 -3.713 1.607 0.014
O -1.576 0.165 1.111 -0.298
N -1.143 1.345 1.111 -0.209
C -1.892 2.306 1.620 -0.290
C -1.393 3.641 1.612 -0.189
N -0.988 4.718 1.611 0.165
C -3.171 2.007 2.183 -0.187
N -4.196 1.765 2.646 0.157
Te 1.030 0.629 -0.066 1.958
C 1.501 2.655 -0.097 -0.429
C 1.132 3.480 -1.150 -0.114
C 1.478 4.820 -1.097 -0.062
C 2.182 5.320 -0.011 -0.068
C 2.540 4.486 1.037 -0.074
C 2.193 3.144 1.002 -0.130
C 2.546 0.055 -1.397 -0.419
C 2.879 0.784 -2.533 -0.093
C 3.888 0.323 -3.361 -0.064
C 4.563 -0.853 -3.050 -0.066
C 4.223 -1.580 -1.920 -0.065
C 3.203 -1.131 -1.093 -0.131
H 0.556 3.094 -1.982 0.106
H 1.178 5.481 -1.899 0.112
H 2.433 6.371 0.029 0.110
H 3.071 4.882 1.893 0.110
H 2.451 2.500 1.836 0.103
H 2.351 1.696 -2.780 0.099
H 4.149 0.879 -4.252 0.110
H 5.350 -1.208 -3.702 0.108
H 4.735 -2.505 -1.691 0.111
H 2.904 -1.727 -0.237 0.091
I -1.059 -2.136 3.545 1.046
C -2.717 -2.829 2.510 -0.720
C -3.834 -3.182 3.259 -0.121
C -4.957 -3.663 2.619 -0.038
C -4.937 -3.792 1.238 -0.034
C -3.797 -3.430 0.561 -0.095
N -2.697 -2.946 1.179 -0.142
H -3.805 -3.070 4.332 0.093
H -5.834 -3.935 3.190 0.119
H -5.787 -4.163 0.686 0.116
H -3.731 -3.508 -0.515 0.118
```

Calculated values
- E_LUMO (hartree) = -0.0407
- relative energy (zero: lowest compared OMol25 entry of this formula, charge and spin) (kJ/mol) = 0.0
- spin multiplicity = 1